24
Properties=species:S:1:pos:R:3 method="wB97M-V/def2-TZVPD" s_squared=6.48 e_lumo_ev="4.4 / 4.4" spin_multiplicity=5 charge=-2 gap_ev="5.3 / 5.6" homo_energy_ev="-0.95 / -1.20"
S -1.837 -0.949 -0.065
S -4.095 -2.012 -1.770
C 2.610 1.807 1.455
O 0.897 1.056 -0.106
S -5.362 -3.474 -4.065
S -2.407 -3.359 -3.602
Mn 0.631 -1.278 -0.349
H 3.231 0.953 1.187
H 2.870 2.654 0.816
C 0.825 0.250 2.200
C 1.138 1.458 1.252
Te 3.105 -1.403 -0.995
O 0.629 0.474 3.395
C -2.399 -1.858 -1.448
S 0.188 -2.549 -2.295
C -4.012 -2.984 -3.171
C 0.236 2.653 1.542
O 0.791 -0.896 1.648
H -0.790 2.418 1.265
H 1.719 1.064 -0.615
H 0.270 2.890 2.604
H 2.783 2.082 2.492
H 0.564 3.517 0.957
C -1.585 -2.510 -2.331

=====

26
Properties=species:S:1:pos:R:3 method="wB97M-V/def2-TZVPD" e_lumo_ev=-2.8 de_lowest_kcal_mol=35.6 charge=+1 gap_ev=10.9 homo_energy_ev=-13.64
H -1.186 -1.034 -0.431
H -0.124 1.001 -2.843
H -1.056 -1.976 2.195
H -3.774 -1.236 0.546
H 0.643 -2.762 0.579
O -0.440 0.999 -1.943
H 2.469 5.050 -1.693
H -0.438 -4.183 0.584
H 4.428 0.742 -0.533
O 2.912 4.933 -0.857
H -3.217 0.439 0.755
H 0.253 1.439 -1.436
N -1.669 -0.953 0.462
C -0.379 -3.105 0.445
O 3.625 0.381 -0.897
H -2.342 -2.737 1.338
C -1.372 -2.268 1.195
H -1.194 -0.235 0.999
H 3.330 5.756 -0.595
H 0.328 1.157 2.336
O 0.629 1.030 1.448
C -3.081 -0.478 0.194
H -3.198 -0.372 -0.877
H 3.749 0.416 -1.852
H -0.493 -3.038 -0.644
H 1.597 1.034 1.525

=====

29
Properties=species:S:1:pos:R:3 method="wB97M-V/def2-TZVPD" e_lumo_ev=0.4 smiles="CC(C)(O)[C@@]1(S(N)(=O)=O)C=CC=CC1" de_lowest_kcal_mol=56.7 gap_ev=8.8 homo_energy_ev=-8.35
S 1.906 1.064 0.009
C -1.651 1.182 -1.324
O 2.965 0.307 -0.737
C -1.941 1.035 1.089
H -2.079 1.271 -2.259
H 2.031 -1.345 1.545
H -1.033 -3.225 -0.249
H 0.071 1.463 1.855
H -2.497 1.141 1.953
H -3.410 1.715 -0.296
H 0.274 0.815 -1.998
C 1.176 -1.996 1.230
O 1.124 -1.806 -1.249
H 1.896 2.430 -1.868
H 2.005 -1.413 -1.310
C -2.458 1.262 -0.109
H -0.607 -0.182 1.881
H -1.258 -1.906 -1.327
O 2.151 1.407 1.379
H 0.731 2.876 -0.708
H 0.505 -2.101 2.171
C -0.517 0.704 1.288
C 0.234 0.340 0.044
C -0.402 0.747 -1.168
H 1.630 -2.978 1.070
C 0.366 -1.527 -0.095
H -1.864 -1.709 0.371
C -1.012 -2.049 -0.296
N 1.664 2.479 -0.893

=====

119
Properties=species:S:1:pos:R:3 method="wB97M-V/def2-TZVPD" s_squared=8.77 e_lumo_ev="-4.7 / -5.4" spin_multiplicity=6 de_lowest_kcal_mol=55.1 charge=+1 gap_ev="4.6 / 4.1" homo_energy_ev="-9.34 / -9.58"
C 5.373 1.529 -1.386
C -0.151 6.164 1.128
H 5.706 -1.097 0.405
C -0.506 -1.452 2.291
H -0.913 -3.463 1.608
H -1.786 1.835 4.781
H -3.999 -2.036 -3.431
C 3.653 -0.659 1.075
H -3.111 -1.541 3.798
C 4.671 -1.779 -2.001
H 2.944 2.552 0.850
H 0.623 3.238 3.453
H 2.096 2.184 -2.079
H 3.592 2.352 -2.978
H 6.008 1.000 -0.681
H 1.991 0.410 2.003
H 5.482 -1.059 -2.048
P -1.184 0.253 2.047
F -0.055 1.854 -2.282
C 3.275 -1.142 -1.962
C -0.220 -1.929 3.713
C -3.441 -0.505 3.760
C 3.017 0.129 2.237
C -2.984 0.208 2.487
C 3.142 2.468 -1.996
C -5.409 -4.583 -2.994
H -1.339 -2.218 0.430
C -2.326 -2.759 -2.462
H 3.011 -0.500 3.130
C -0.789 -4.381 -1.379
H 1.354 3.903 -1.561
H -0.121 -4.688 -2.183
C -3.341 0.161 -0.618
H -5.137 3.222 -1.912
H 4.852 -2.448 -1.162
N 1.450 0.345 -0.313
H -3.109 -0.004 4.665
H -6.168 -4.002 -3.499
F 0.177 3.621 -3.727
H 5.414 -1.245 2.131
H -0.133 1.852 5.371
Se -2.410 3.956 -1.760
Se -1.236 -1.293 -2.672
H 1.796 7.010 1.379
H -4.534 -0.514 3.777
C 2.234 -2.263 -1.867
N -2.070 -3.968 -1.911
H -6.457 1.177 -1.402
H 4.646 2.125 1.103
N -0.309 4.418 -0.472
H 3.791 0.324 -3.516
H -3.358 2.197 3.303
H 5.443 1.046 -2.357
H -1.122 -2.028 4.316
H 2.821 5.572 -0.387
H 4.725 -2.384 -2.910
C -4.657 2.330 -1.533
C -4.646 -6.652 -1.979
H -3.413 -0.358 1.657
H -2.786 -0.696 -0.268
C -0.280 1.276 3.308
C -5.631 -5.899 -2.623
C -4.164 -4.053 -2.695
C 3.161 -2.112 1.181
C 3.920 1.680 -0.916
H 3.749 -2.790 0.568
C -0.060 2.699 2.793
H -4.649 1.579 2.282
H 0.458 -1.355 1.779
H -1.000 3.255 2.761
C -0.833 1.309 4.732
C 3.927 2.506 0.379
H -0.946 -5.212 -0.694
C -3.402 -6.118 -1.683
C -5.386 1.192 -1.254
Fe -0.357 0.837 -0.485
H -2.642 -6.710 -1.195
C 1.199 6.277 0.853
C -3.280 2.318 -1.326
H 2.125 -2.707 -2.859
H 0.254 -2.913 3.673
H 5.567 0.348 1.412
C -0.889 5.226 0.415
N -3.603 -2.803 -2.913
H 2.534 -3.052 -1.183
H 2.113 -2.218 0.904
H 3.045 -1.155 -4.086
H 0.699 0.790 3.353
H -6.587 -6.355 -2.841
H -0.965 0.316 5.158
C 3.022 -0.409 -3.289
F -1.662 2.245 -3.899
C 5.175 -0.653 1.243
N -2.611 1.257 -0.872
H -0.636 6.802 1.854
H 3.185 3.533 -1.760
H -4.856 -7.679 -1.713
H 1.258 -1.880 -1.578
C -1.336 -2.462 1.496
Se -2.776 5.033 0.560
H -3.164 2.188 1.554
H 3.274 -2.434 2.219
H 2.046 0.079 -3.327
C 0.983 4.556 -0.780
B -0.293 2.321 -3.697
P 3.014 0.074 -0.549
H -5.222 -0.842 -0.539
H 3.570 1.034 2.479
H -2.371 -2.509 1.842
C -3.183 -4.799 -2.051
C 1.777 5.476 -0.128
F 0.426 1.469 -4.496
H -0.343 -3.549 -0.846
H 0.463 -1.262 4.238
H 0.368 2.702 1.789
H 5.786 2.535 -1.506
H 4.235 3.523 0.130
C -4.709 0.079 -0.781
C -3.564 1.624 2.398

=====

12
Properties=species:S:1:pos:R:3 method="wB97M-V/def2-TZVPD" e_lumo_ev=-1.2 smiles="C=N/N=C/C(=O)C=O" de_lowest_kcal_mol=87.4 gap_ev=8.8 homo_energy_ev=-10.04
H 0.438 1.470 -0.187
H -2.447 0.841 3.072
C 1.254 -0.187 -2.475
H -2.127 -0.827 2.341
O 0.678 0.731 -3.041
O 1.831 -1.592 -0.680
C 1.283 -0.537 -0.939
H 1.833 -0.966 -2.955
C -1.859 0.221 2.393
C 0.431 0.355 -0.028
N -0.981 0.734 1.665
N -0.334 -0.243 0.833

=====

69
Properties=species:S:1:pos:R:3 method="wB97M-V/def2-TZVPD" e_lumo_ev=2.2 charge=-1 gap_ev=7.8 homo_energy_ev=-5.57
C 0.353 -0.813 -3.686
C -2.876 2.499 -3.988
H 2.139 -3.661 -3.652
H -3.717 3.787 5.150
C -3.553 3.312 4.190
H 4.449 -1.304 -1.309
H -0.382 0.452 5.206
Sr -0.312 1.249 -0.446
C 0.136 -2.261 2.519
C 0.020 -2.055 -5.771
N -0.083 0.372 -3.100
C 3.475 -3.805 1.437
H -1.436 3.753 4.133
C 3.271 -0.044 0.705
S -3.221 4.061 -3.399
O -4.368 0.897 -0.202
C -1.574 2.193 -3.742
H -1.981 -2.336 2.374
O -2.463 2.232 -0.862
H -0.440 -2.159 -6.747
O 0.043 1.332 1.758
C 1.275 -1.680 3.108
N 2.595 -2.028 2.843
O 1.207 -0.379 -0.458
C -3.127 2.121 1.705
S -3.013 1.292 0.109
C 1.476 -2.881 -4.009
C -4.397 2.136 2.274
O 2.097 1.654 -0.543
C 4.167 -2.015 -0.535
C -4.609 2.724 3.511
Cl 2.362 0.033 4.926
C -1.144 -1.873 2.880
H 3.249 -1.490 3.382
C -0.261 -0.319 4.458
C 1.012 -0.721 4.104
H 1.121 -3.878 -5.884
H -1.248 5.085 -2.328
H -3.641 1.878 -4.427
O 0.373 3.515 2.781
H 4.938 -3.701 -1.608
C 2.106 0.462 -0.168
N -0.850 3.172 -3.104
H 3.190 -4.490 2.227
C -1.353 -0.897 3.836
C 3.176 -2.456 1.597
O -2.104 0.157 0.292
C -0.236 -0.961 -4.951
C 1.218 -1.793 -3.197
C 0.890 -3.010 -5.278
H 3.016 0.247 1.727
H -1.588 0.398 -5.901
Cl 0.264 -3.537 1.351
H 4.153 0.514 0.392
H 4.300 -5.324 0.169
H 1.632 -1.685 -2.203
N -1.038 0.154 -5.100
S -0.354 2.741 1.808
C 4.441 -3.360 -0.706
C -1.597 4.197 -2.842
C -2.055 2.710 2.398
C -0.900 0.906 -3.967
O -0.407 3.342 0.478
C 4.093 -4.267 0.289
H -2.357 -0.576 4.085
H -5.603 2.726 3.943
C 3.537 -1.528 0.612
C -2.283 3.303 3.634
H -5.203 1.679 1.718

=====

67
Properties=species:S:1:pos:R:3 method="wB97M-V/def2-TZVPD" e_lumo_ev=4.4 charge=-2 gap_ev=8.1 homo_energy_ev=-3.68
N -0.026 2.882 1.704
C 3.005 -1.320 0.749
O -2.388 0.056 -2.048
H 0.403 0.315 -5.441
H 2.341 3.824 -1.532
C -4.501 -2.923 -0.624
C 5.034 2.032 -0.654
C -1.429 2.864 0.079
H 4.838 -2.185 1.370
C -1.198 -4.466 -0.941
H -1.443 -5.518 -0.996
O -5.220 -0.302 0.669
O -6.599 -1.909 -0.763
C 0.756 -0.150 -3.341
H 6.124 2.072 -0.635
N -0.717 2.063 0.877
Pb -0.405 -0.674 0.447
H 6.194 -0.168 0.482
C 2.246 -2.609 1.190
N 0.414 1.114 3.433
C 4.413 -1.288 0.914
N 0.458 -0.144 2.935
C -1.148 4.208 0.341
H 0.227 4.940 1.959
C 2.884 2.965 -1.125
C 0.172 0.726 -4.444
C 4.287 3.082 -1.109
O 1.014 -2.562 1.000
H 0.195 -2.054 3.800
C 4.403 0.856 -0.186
C -2.429 -3.701 -0.550
H 0.121 1.979 5.320
H 1.093 3.291 3.611
C 5.103 -0.210 0.410
N -0.200 -0.513 -2.448
C 0.088 -0.251 5.151
B 0.982 2.388 2.763
C 2.232 1.858 -0.700
C 0.176 1.066 4.762
H 2.049 2.097 2.235
O -6.282 -3.919 -1.722
H -0.856 -4.142 -1.901
N 2.329 -0.303 0.261
N -2.440 -2.599 0.163
O 2.925 -3.562 1.604
C -3.992 -0.762 0.729
H -1.925 0.187 -4.880
H -4.020 -4.656 -1.643
C -5.932 -2.931 -1.071
C -1.321 0.756 -4.155
N -3.667 -3.925 -1.054
H 1.136 1.809 -0.719
O 1.944 -0.448 -3.304
O -3.117 -0.140 1.320
H -0.414 -4.314 -0.208
H -2.074 2.449 -0.685
H -0.065 -0.688 6.118
H 4.758 3.983 -1.474
H -1.759 1.742 -4.108
H -1.544 5.059 -0.193
H -5.793 -0.928 0.069
H 0.694 1.671 -4.327
C -0.264 4.160 1.416
C -3.717 -2.099 0.120
C -1.387 0.072 -2.767
C 2.979 0.776 -0.200
C 0.253 -0.975 3.950

=====

8
Properties=species:S:1:pos:R:3 method="wB97M-V/def2-TZVPD" e_lumo_ev=-0.3 de_lowest_kcal_mol=33.1 gap_ev=8.8 homo_energy_ev=-9.10
H -0.384 1.463 0.715
H 1.673 -0.845 0.742
P -0.225 0.160 -1.527
C 1.113 -0.067 1.019
H 1.308 0.289 2.023
N -1.515 -0.502 -2.090
H -2.076 -0.972 -1.256
C 0.106 0.475 0.375

=====

38
Properties=species:S:1:pos:R:3 method="wB97M-V/def2-TZVPD" e_lumo_ev=0.4 smiles="CS(=O)(=O)c1ccc(Cl)c(NC(=O)CCc2ccccc2)c1" de_lowest_kcal_mol=0.0 gap_ev=9.6 homo_energy_ev=-9.17
H -1.638 2.725 -2.766
C -1.673 0.682 -2.130
C 0.798 -1.440 0.589
C 3.178 -1.642 -0.881
O -0.382 0.773 2.042
H -3.777 1.923 0.838
C 3.402 2.172 -0.373
C -2.869 0.223 -0.091
H -1.872 -1.262 -1.271
H -4.327 -0.583 1.261
O 5.316 0.365 -0.692
H 2.337 -3.441 -1.697
C -1.985 2.025 -2.021
C -3.186 1.572 0.005
H -3.164 -1.760 0.649
Cl -0.203 -3.712 -0.504
H -1.082 0.327 -2.962
H 4.107 2.990 -0.282
N -0.409 -1.369 1.265
C -2.115 -0.213 -1.172
C -0.965 -0.268 1.864
O 4.530 0.803 1.600
C 1.023 -2.501 -0.301
H -2.493 -1.339 2.939
H -1.008 -2.173 1.120
H 4.104 -1.685 -1.431
H 3.124 2.021 -1.407
C 2.197 -2.610 -1.024
H 2.534 2.346 0.250
C -2.415 -0.492 2.254
H -2.750 0.407 2.771
C -3.277 -0.732 0.999
C -2.748 2.467 -0.953
C 1.808 -0.492 0.739
C 2.967 -0.602 0.000
H 1.680 0.318 1.437
H -3.000 3.514 -0.866
S 4.231 0.663 0.203